C4H6S2 | wB97M-V/def2-TZVPD

```
12
C4H6S2 wB97M-V/def2-TZVPD
C -1.50235 -0.09112 -0.60243
C 0.01657 -0.01318 -0.75831
C 1.55229 -0.50453 0.88905
C 0.57937 0.54027 0.38408
H -2.16166 -0.18526 -1.73590
H -1.85990 -0.71082 0.19913
H -1.78246 0.93321 -0.00748
H 0.03239 0.89189 -1.60084
H 2.54546 0.00982 0.73820
H 1.26081 -1.07952 1.75387
S 1.03813 -1.55821 -0.58318
S 0.28135 1.76745 1.32383
```

Its energy above the lowest of the compared OMol25 structures with the same formula, charge and spin is 2.913 eV. The calculation puts the HOMO energy at -8.78 eV. Its net charge is 0.

In elementary charge units, the Mulliken charges are:
1. C -1.1146
2. C 0.4871
3. C -0.4892
4. C -0.2156
5. H 0.2381
6. H 0.3778
7. H 0.2710
8. H 0.2699
9. H 0.2845
10. H 0.3523
11. S -0.1706
12. S -0.2908

---

C4H6CuMgO2 | wB97M-V/def2-TZVPD

```
14
C4H6CuMgO2 wB97M-V/def2-TZVPD
O 2.60653 0.07447 0.19083
C 1.75477 0.78409 0.52940
C 0.43822 1.04177 0.81400
Cu 3.96972 0.40666 -1.58537
Mg 1.38498 -0.88705 -1.50431
H 0.15360 0.77093 1.82620
H 0.10973 2.04383 0.55612
C -1.57025 -0.97581 0.16327
C -0.61718 -0.11526 -0.65934
O -2.41523 -0.28177 0.95486
H -1.66142 -2.05731 0.06229
H -0.55626 -0.75779 -1.54875
H -0.57949 0.79066 -1.26180
H -3.01770 -0.83742 1.46258
```

Its multiplicity is 2. Its energy above the lowest of the compared OMol25 structures with the same formula, charge and spin is 0.000 eV. The calculation puts the HOMO energy (spin up / spin down) at -15.53 / -16.23 eV. Its net charge is +2. The expectation value of S² is 0.766.

In elementary charge units, the Mulliken charges are:
1. O -0.5030
2. C 0.6943
3. C -0.7077
4. Cu 0.6748
5. Mg 0.6692
6. H 0.3858
7. H 0.4425
8. C -0.1792
9. C -1.1262
10. O -0.3548
11. H 0.3652
12. H 0.5529
13. H 0.6932
14. H 0.3930

---

CH6N2S2 | wB97M-V/def2-TZVPD

```
11
CH6N2S2 wB97M-V/def2-TZVPD
N 1.50987 -0.35921 0.23899
N 0.13679 -0.59118 0.56304
C -0.57781 0.07286 -0.44257
S -2.35979 -0.47973 -0.49245
S -0.40708 1.95165 -0.28169
H 2.23793 -1.08179 0.42946
H 1.71109 0.46625 0.83339
H -0.22625 -0.44560 1.54551
H -0.05209 -0.33343 -1.32025
H -2.15506 -1.24096 0.45338
H 0.18240 2.04114 -1.52681
```

Its energy above the lowest of the compared OMol25 structures with the same formula, charge and spin is 2.043 eV. The calculation puts the HOMO energy at -9.00 eV. Its net charge is 0. The SMILES is NNC(S)S.

In elementary charge units, the Mulliken charges are:
1. N -0.5521
2. N -0.2708
3. C -0.1372
4. S -0.1942
5. S -0.2508
6. H 0.2261
7. H 0.2372
8. H 0.2409
9. H 0.4337
10. H 0.1068
11. H 0.1604

---

C2H4ClNO2 | wB97M-V/def2-TZVPD

```
10
C2H4ClNO2 wB97M-V/def2-TZVPD
O 0.58516 1.89831 -0.06611
C 0.57994 0.68036 0.12200
C -0.55437 -0.06054 0.84011
Cl -1.88876 -0.31734 -0.29863
N 1.62021 -0.07197 -0.33369
O 1.59403 -1.42848 -0.06154
H -0.32219 -1.08055 1.20227
H -1.03098 0.65848 1.51245
H 2.44894 0.35836 -0.77343
H 2.08474 -1.51532 0.71984
```

Its energy above the lowest of the compared OMol25 structures with the same formula, charge and spin is 1.591 eV. The calculation puts the HOMO energy at -10.18 eV. Its net charge is 0. The SMILES is O=C(CCl)NO.

In elementary charge units, the Mulliken charges are:
1. O -0.6121
2. C 0.4427
3. C -0.2869
4. Cl -0.1765
5. N -0.1102
6. O -0.4125
7. H 0.2669
8. H 0.2841
9. H 0.2628
10. H 0.3417

---

Quick rundown of maximum force, same order as above: 0.1001, 0.1219, 0.0748, 0.0445 hartree/bohr